Formula: C13H19N6O4
Source: the Open Molecules 2025 dataset
Level of theory: the ωB97M-V functional and the def2-TZVPD basis

Geometry as XYZ:
```
42
Properties=species:S:1:pos:R:3:forces:R:3:lowdin_charge:R:1
O -2.696393 2.056241 -5.284574 -0.5 0.0 -0.5 -0.002
O -0.650913 1.670977 0.732381 -0.7 0.3 0.1 -0.072
O -0.034394 4.293571 -2.847675 -0.2 -0.2 0.0 0.029
O 1.168332 0.708258 -0.099213 0.1 -0.4 -0.4 -0.056
N -0.504332 -5.167872 4.007560 1.0 0.9 -0.3 0.101
N -0.543010 -3.915359 1.392705 0.0 -0.4 1.2 0.110
N 1.419218 -2.760507 2.033283 -0.1 -0.4 0.9 0.120
C -1.807928 2.206533 -4.456723 0.3 -0.3 -1.3 -0.547
C 0.007211 1.153476 -0.198395 0.9 0.0 0.5 -0.737
C -0.418431 3.689503 -1.846814 0.3 0.5 -1.2 -0.433
C 0.433604 -4.334612 3.640667 -1.5 -1.8 1.7 -0.363
C 0.428348 -3.637108 2.292225 0.5 1.0 -1.7 -0.257
C -0.531538 -3.272581 0.224042 0.5 0.0 0.6 -0.123
C 1.422071 -2.107929 0.870566 0.0 -0.5 0.3 -0.105
C 0.452091 -2.359265 -0.076149 0.0 0.5 -0.6 -0.048
N -0.086672 4.102340 -0.617294 -0.5 -0.2 1.1 0.028
N 1.455418 -4.117858 4.567234 0.2 0.8 -1.4 -0.042
N -2.146874 2.293225 -3.168459 0.8 0.8 1.6 0.114
C -0.372331 2.252713 -4.943547 -0.1 0.0 0.6 -0.001
C 0.758821 5.255058 -0.323855 -0.2 -0.5 -0.6 -0.060
C 1.484510 -4.677721 5.925381 -0.3 0.2 -0.8 -0.109
C -0.641118 1.116692 -1.582815 0.2 0.4 -0.2 -0.076
C -1.339375 2.444519 -1.938375 -0.4 -0.5 0.3 -0.192
H -1.241432 -5.307109 3.316538 0.5 0.4 -0.2 0.024
H -1.311184 -3.473866 -0.504051 -0.1 -0.2 0.2 0.106
H 2.212060 -1.392581 0.664534 -0.2 0.0 0.2 0.106
H 0.464127 -1.818223 -1.013823 0.0 0.0 0.1 0.102
H -0.354083 3.490052 0.155195 0.0 -0.1 -0.1 0.103
H 2.134122 -3.405438 4.298383 -0.4 -0.4 0.2 0.110
H -3.140777 2.246148 -3.029269 -0.1 0.1 0.0 0.141
H -0.274659 1.607016 -5.812816 -0.2 0.0 0.0 0.078
H 0.320530 1.931665 -4.174510 0.2 0.1 0.0 0.059
H -0.138176 3.278649 -5.219770 0.1 0.0 0.1 0.079
H 0.640837 5.542342 0.721488 -0.1 -0.1 -0.1 0.079
H 1.800599 4.991288 -0.512524 0.1 0.2 0.0 0.083
H 0.480192 6.091155 -0.968249 0.1 -0.1 0.0 0.077
H 2.383848 -4.343513 6.451485 -0.1 0.1 -0.3 0.072
H 0.608781 -4.348360 6.493999 0.0 -0.1 -0.1 0.072
H 1.492217 -5.772075 5.890614 -0.1 0.2 0.0 0.070
H -1.382687 0.315850 -1.592953 -0.2 0.1 0.0 0.117
H 0.117876 0.876537 -2.324970 0.1 0.0 0.0 0.101
H -2.068509 2.598168 -1.141458 -0.1 -0.1 0.0 0.144
```
Positions in Å, forces in eV/Å.

Values from the calculation:
orbital gap = 8.2957 eV
E_LUMO = 0.103 hartree
total charge = -1
HOMO = -5.48 eV
energy above the lowest of the compared OMol25 structures with the same formula, charge and spin = 0.058 eV
max |F| = 0.0557 hartree/bohr



Formula: C22H46N2O2SSi4TeW
Source: the Open Molecules 2025 dataset
Level of theory: the ωB97M-V functional and the def2-TZVPD basis

Geometry as XYZ:
```
79
Properties=species:S:1:pos:R:3:forces:R:3:mulliken_spin:R:1
W 0.742159 -0.418201 -1.095544 -0.3 -0.6 -0.6 1.195
C -3.494400 0.533484 -0.911223 0.0 0.0 0.0 -0.004
C -2.297256 -0.336646 -0.735634 0.0 -0.1 0.2 0.013
O -1.161951 0.241165 -0.869357 -0.2 0.2 -0.3 -0.001
C -2.396340 -1.704087 -0.388384 0.0 0.0 0.0 0.004
C -3.661979 -2.347184 -0.323567 0.0 0.0 0.0 0.005
C -3.773470 -3.628725 0.127526 0.0 0.0 0.0 0.002
C -2.619377 -4.310757 0.557703 0.0 0.0 0.0 0.000
C -1.381235 -3.717858 0.522785 0.0 0.0 0.0 -0.001
C -1.241543 -2.415333 0.029707 0.1 -0.1 0.2 0.033
O -0.026186 -1.886156 0.006971 0.0 0.2 0.0 0.045
H -3.184469 1.562161 -1.071390 0.0 0.0 0.0 0.001
H -4.136994 0.481016 -0.032361 0.0 0.0 0.0 0.000
H -4.083842 0.192487 -1.765172 0.0 0.0 0.0 0.000
H -4.546519 -1.813369 -0.641891 0.0 0.0 0.0 0.000
H -4.737721 -4.114269 0.164130 0.0 0.0 0.0 0.000
H -2.707718 -5.325253 0.924489 0.0 0.0 0.0 0.000
H -0.493425 -4.239768 0.851906 0.0 0.0 0.0 0.001
C -1.162378 0.986483 -3.615948 0.0 0.0 0.1 0.002
N -0.267408 1.910990 -2.931801 0.0 0.0 -0.3 0.001
C -0.638858 3.311953 -3.134007 0.1 0.0 0.0 0.001
C 0.836931 1.513120 -2.274898 0.0 0.2 0.2 -0.041
S 1.586676 -1.434093 -2.700756 0.0 -0.1 -0.4 -0.122
N 1.910626 2.282692 -2.411670 0.1 0.2 0.1 -0.002
C 3.041035 2.209256 -1.489820 0.0 -0.1 0.0 0.155
C 2.165091 3.097891 -3.606974 0.0 0.0 0.0 0.000
H -1.044133 1.110177 -4.694906 0.0 0.0 0.0 0.001
H -2.200447 1.199950 -3.360887 0.0 0.0 0.0 0.000
H -0.925972 -0.047952 -3.385105 0.0 0.0 0.0 0.001
H -1.678852 3.421007 -2.823931 0.0 0.0 0.0 0.000
H -0.560350 3.623405 -4.176650 0.0 0.0 0.0 0.000
H -0.028969 3.957134 -2.509223 0.0 0.0 0.0 0.000
H 2.707882 2.287622 -0.457985 0.0 0.0 0.0 -0.033
H 3.707422 3.043745 -1.693262 0.0 0.0 0.0 0.001
H 3.603691 1.281324 -1.631781 0.0 0.0 0.0 -0.062
H 1.520998 2.779622 -4.420560 0.0 0.0 0.0 0.000
H 3.198601 2.929518 -3.905450 0.0 0.0 0.0 0.000
H 2.027736 4.163233 -3.423954 0.0 0.0 0.0 0.000
C 7.694917 0.353383 2.918658 0.0 -0.1 0.0 0.005
Si 6.031591 0.906059 2.280734 -0.1 0.2 0.2 -0.001
C 6.181134 2.066608 0.826563 0.0 0.0 -0.1 0.009
C 4.973125 1.645079 3.624204 0.0 0.0 0.0 0.000
Si 5.021776 -1.105650 1.545784 0.0 -0.5 -0.7 0.092
Te 2.662210 -0.420282 0.732775 0.3 0.5 1.1 0.570
Si 5.736631 -2.048464 -0.527059 0.2 0.2 0.4 0.014
C 5.443655 -0.836453 -1.919940 0.0 0.0 -0.1 0.013
C 7.561032 -2.291885 -0.209111 0.0 -0.1 -0.2 0.009
C 4.837839 -3.651923 -0.816726 0.0 0.0 -0.1 0.003
Si 4.563721 -2.849969 3.128913 -0.1 0.2 0.1 0.058
C 4.008366 -2.005659 4.693753 0.0 0.0 0.0 0.005
C 6.218248 -3.686518 3.320249 0.0 0.0 0.0 0.005
C 3.254469 -4.002018 2.471316 0.0 0.0 0.0 0.005
H 8.239470 1.219411 3.303725 0.0 0.0 0.0 0.001
H 8.309193 -0.102238 2.140105 0.0 0.0 0.0 0.000
H 7.592590 -0.357376 3.741101 0.0 0.0 0.0 -0.001
H 6.806029 2.920928 1.098184 0.0 0.0 0.0 0.000
H 5.202409 2.454928 0.535345 0.0 0.0 0.0 0.000
H 6.642911 1.583297 -0.036133 0.0 0.0 0.0 0.000
H 5.339482 2.642387 3.880106 0.0 0.0 0.0 0.000
H 4.998489 1.040814 4.531757 0.0 0.0 0.0 0.000
H 3.932789 1.745416 3.307058 0.0 0.0 0.0 0.000
H 5.704548 0.184574 -1.636625 0.0 0.0 0.0 0.000
H 4.399285 -0.854860 -2.242084 0.0 0.0 0.0 -0.005
H 6.058134 -1.111366 -2.781043 0.0 0.0 0.0 0.001
H 8.075570 -1.341783 -0.052805 0.0 0.0 0.0 0.000
H 8.020300 -2.770858 -1.078758 0.0 0.0 0.0 0.003
H 7.741978 -2.934277 0.654448 0.0 0.0 0.0 0.000
H 3.754539 -3.539704 -0.732295 0.0 0.0 0.0 0.001
H 5.163504 -4.422320 -0.116347 0.0 0.0 0.0 0.000
H 5.059031 -4.008693 -1.826438 0.0 0.0 0.0 0.001
H 4.803608 -1.397885 5.128273 0.0 0.0 0.0 0.000
H 3.730675 -2.760937 5.434001 0.0 0.0 0.0 0.002
H 3.138321 -1.368222 4.525331 0.0 0.0 0.0 -0.001
H 7.017539 -2.976909 3.542605 0.0 0.0 0.0 0.000
H 6.487510 -4.245635 2.422136 0.0 0.0 0.0 0.000
H 6.174355 -4.397835 4.149387 0.0 0.0 0.0 0.003
H 2.389021 -3.460861 2.083800 0.0 0.0 0.0 0.008
H 2.909151 -4.643221 3.286742 0.0 0.0 0.0 0.001
H 3.641899 -4.647016 1.682894 0.0 0.0 0.0 0.000
```
Positions in Å, forces in eV/Å.

Values from the calculation:
spin multiplicity = 3
orbital gap (alpha / beta) = 6.5864 / 5.1704 eV
E_LUMO (alpha / beta) = -0.248 / -0.303 hartree
expectation value of S² = 2.02
total charge = +2
HOMO (alpha / beta) = -13.34 / -13.41 eV
energy above the lowest of the compared OMol25 structures with the same formula, charge and spin = 0.450 eV
max |F| = 0.0242 hartree/bohr



Formula: C32H46F3INO8
Source: the Open Molecules 2025 dataset
Level of theory: the ωB97M-V functional and the def2-TZVPD basis

Geometry as XYZ:
```
91
Properties=species:S:1:pos:R:3:forces:R:3:lowdin_charge:R:1
C -5.670736 2.737791 -2.575092 0.0 0.3 0.2 -0.106
C -4.462030 2.942723 -3.507184 0.0 -0.2 0.0 -0.244
C -3.707395 1.636008 -3.845293 0.0 0.2 0.7 -0.203
C -2.320743 1.586097 -3.176865 -0.4 -0.2 -0.2 -0.238
C -1.223569 2.150384 -4.054151 0.0 -0.3 -0.1 -0.207
C 0.205548 2.102700 -3.454676 -1.0 0.4 -0.3 -0.180
C 0.670712 3.514229 -3.092847 0.8 0.0 0.4 -0.196
C 1.086832 3.793433 -1.628580 -0.5 0.2 -0.2 -0.188
C 0.212415 3.201737 -0.489775 0.6 -0.2 0.1 -0.177
C 1.059669 2.319732 0.485757 -0.2 0.0 -0.5 -0.174
C 0.589780 0.913139 0.920090 0.1 0.5 0.6 -0.186
C -0.913796 0.712453 1.147827 -0.2 -0.8 -0.6 -0.149
C -1.220007 -0.179482 2.376827 -0.1 1.1 -0.5 -0.092
N -2.304699 -1.216251 2.154427 0.1 -0.1 0.6 -0.076
C -3.289898 -1.178201 3.293497 -0.5 -0.8 -0.2 -0.142
C -4.518486 -2.067697 3.044914 -0.3 0.4 0.3 -0.292
C -5.776358 -1.257354 2.721419 0.4 -0.4 -0.2 -0.650
I -6.442671 -0.178656 4.437443 0.0 0.0 -0.2 0.842
C -1.681462 -2.583458 2.030012 0.3 -0.2 0.1 -0.104
C -0.802478 -2.768173 0.809284 0.2 0.4 0.0 -0.077
C -1.598760 -2.731698 -0.449304 0.3 0.5 -0.7 -0.187
F -2.923768 -2.440666 -0.320607 -0.3 -0.8 0.2 0.060
C -1.148226 -3.006424 -1.670396 -0.5 0.0 0.2 -0.289
F 0.095242 -2.773187 -2.036587 -0.1 -0.6 0.4 0.158
F -1.882730 -3.536274 -2.617589 0.1 0.8 -0.2 0.193
H -5.919678 1.685831 -2.429391 0.0 0.0 -0.1 0.059
H -5.488759 3.161397 -1.585064 0.1 -0.1 0.0 0.063
H -6.553499 3.251165 -2.949187 -0.1 -0.1 -0.1 0.066
H -3.753909 3.601178 -3.002558 0.0 0.2 -0.1 0.094
H -4.791178 3.460988 -4.404365 0.1 0.0 -0.1 0.100
H -4.280723 0.824530 -3.407016 -0.2 -0.3 -0.2 0.087
H -3.636542 1.458383 -4.916921 0.1 0.0 -0.1 0.109
H -2.413921 2.099163 -2.215915 0.2 0.1 0.1 0.097
H -2.078146 0.552537 -2.951620 0.1 -0.4 0.1 0.095
H -1.258648 1.580973 -4.985194 0.0 0.0 -0.1 0.111
H -1.511327 3.167934 -4.325286 0.2 0.1 -0.1 0.108
H 0.858441 1.660095 -4.202999 0.2 0.0 0.1 0.105
H 0.204897 1.441030 -2.586890 0.1 -0.1 0.1 0.096
H -0.057790 4.259559 -3.407522 -0.2 -0.1 0.1 0.101
H 1.565679 3.716100 -3.682985 0.0 0.2 -0.1 0.107
H 2.129394 3.502308 -1.509037 0.0 -0.1 0.2 0.098
H 1.059033 4.878932 -1.532057 0.2 0.1 0.1 0.104
H -0.181514 4.027702 0.102170 -0.2 0.0 -0.1 0.103
H -0.654680 2.697845 -0.909142 0.0 -0.3 0.0 0.076
H 2.031968 2.170444 0.017550 0.1 0.0 0.1 0.100
H 1.245599 2.929559 1.367230 0.0 -0.2 0.2 0.097
H 0.982832 0.144972 0.252690 -0.2 0.0 -0.2 0.109
H 1.078046 0.731772 1.880833 0.2 0.0 0.0 0.079
H -1.467828 1.646060 1.215283 0.1 0.2 0.2 0.121
H -1.313985 0.224761 0.253333 -0.1 0.0 -0.1 0.106
H -1.575369 0.483198 3.159970 0.0 -0.2 0.3 0.130
H -0.329876 -0.683340 2.738851 0.0 -0.2 -0.1 0.124
H -2.847677 -1.000414 1.315813 0.3 0.0 -0.2 0.166
H -2.755624 -1.509735 4.179494 0.2 0.2 0.1 0.142
H -3.641872 -0.158154 3.420104 0.3 0.2 0.0 0.093
H -4.371531 -2.791801 2.242522 0.1 0.0 0.0 0.106
H -4.709864 -2.619270 3.962955 0.0 -0.3 -0.1 0.103
H -6.558374 -1.935895 2.400554 -0.2 0.1 0.2 0.051
H -5.587322 -0.564481 1.903508 -0.1 0.2 0.1 0.051
H -1.067308 -2.713493 2.918132 0.0 0.1 0.1 0.144
H -2.428842 -3.369792 2.048134 -0.3 0.3 0.0 0.131
H 0.044094 -2.079335 0.803628 -0.1 0.2 0.0 0.123
H -0.365304 -3.763951 0.879860 0.1 0.0 0.2 0.145
C 5.221628 1.315017 5.693608 0.0 -0.1 0.1 0.083
C 4.534695 1.753032 4.629753 0.3 0.1 0.1 -0.232
C 3.078533 1.425241 4.433080 -0.2 -0.2 0.2 -0.305
O 2.521317 1.876780 3.444831 0.1 0.0 0.0 0.081
C 2.418356 0.592068 5.416696 0.0 0.1 -0.2 0.064
C 3.103921 0.149442 6.481392 -0.3 -0.1 0.0 -0.234
C 4.556930 0.497487 6.692431 0.3 0.2 -0.2 -0.309
O 5.094231 0.067248 7.692811 -0.2 -0.1 0.1 0.125
O 2.569572 -0.615156 7.418116 0.2 0.0 0.0 0.124
O 5.077099 2.501835 3.678084 -0.2 0.0 0.0 0.125
H 6.266373 1.546213 5.845123 0.0 0.0 0.0 0.141
H 1.376322 0.351774 5.259069 0.0 0.0 0.1 0.123
H 3.279851 -0.784974 8.069782 0.0 0.0 0.0 0.128
H 4.369810 2.684004 3.031608 0.0 0.0 0.0 0.120
C 4.066521 -4.928955 -4.034126 0.1 -0.1 0.0 0.080
C 3.258553 -3.985182 -3.537315 -0.1 -0.2 -0.1 -0.232
C 3.778096 -2.648773 -3.076177 0.3 0.2 0.0 -0.314
O 2.963485 -1.845632 -2.648162 -0.1 -0.2 0.0 0.087
C 5.200575 -2.394852 -3.156531 -0.1 0.1 0.1 0.072
C 6.015546 -3.338589 -3.652855 0.1 0.3 0.1 -0.233
C 5.493476 -4.668680 -4.136649 -0.3 -0.2 0.0 -0.310
O 6.296831 -5.460445 -4.586599 0.2 0.1 0.0 0.121
O 7.324306 -3.180011 -3.756097 -0.1 -0.2 -0.1 0.127
O 1.943605 -4.137882 -3.406956 0.2 0.1 0.0 0.099
H 3.702967 -5.890080 -4.369109 0.0 0.0 0.0 0.138
H 5.564447 -1.438561 -2.808494 0.0 0.0 0.0 0.135
H 7.671714 -4.006059 -4.146840 0.0 0.0 0.0 0.126
H 1.619957 -3.297974 -3.032486 0.1 0.0 -0.1 0.073
```
Positions in Å, forces in eV/Å.

Values from the calculation:
orbital gap = 7.8265 eV
E_LUMO = -0.129 hartree
total charge = +1
HOMO = -11.32 eV
max |F| = 0.0230 hartree/bohr



no.,total energy (eV)
1,-30923.147
2,-82089.022
3,-68044.132